Model a:
{
  "formula": "C7H6O3S",
  "method": "the ωB97M-V functional and the def2-TZVPD basis",
  "species": ["C", "C", "C", "C", "C", "C", "C", "O", "O", "O", "S", "H", "H", "H", "H", "H", "H"],
  "xyz": [[-2.018, 2.614, -0.537], [-3.193, 3.077, -0.288], [-1.481, 1.271, -0.086], [-2.300, 0.167, 0.492], [-0.634, 0.417, -1.108], [-0.151, -0.709, -0.283], [0.793, -0.422, 0.795], [-0.298, -2.809, 1.014], [-1.395, 0.808, 1.218], [-4.246, 3.309, 0.146], [-0.813, -2.210, -0.224], [-1.459, 2.940, -1.327], [-1.382, 0.104, -1.953], [0.120, 1.043, -1.525], [0.361, -0.573, 1.884], [0.969, 0.592, 0.737], [1.777, -0.923, 0.801]],
  "spin_multiplicity": 1,
  "orbital_gap_ev": 8.6,
  "lumo_ev": -0.357
}

=====

Model b:
{
  "formula": "C7H6O3S",
  "method": "the ωB97M-V functional and the def2-TZVPD basis",
  "species": ["C", "C", "C", "C", "C", "C", "C", "O", "O", "O", "S", "H", "H", "H", "H", "H", "H"],
  "xyz": [[-0.456, -0.234, 1.371], [0.367, 0.180, -1.416], [0.086, 0.028, 0.172], [-2.335, 0.740, 2.299], [2.778, -0.528, -1.252], [-1.379, -0.148, 2.421], [1.794, 0.171, -1.837], [0.863, -0.889, 1.033], [-0.482, 1.052, -2.123], [-1.949, -0.972, -1.540], [-0.928, -0.488, -2.395], [-3.235, 0.873, 2.963], [-2.482, 1.387, 1.413], [3.863, -0.340, -1.564], [2.729, -0.952, -0.229], [-1.083, -0.567, 3.458], [1.847, 0.688, -2.773]],
  "spin_multiplicity": 1,
  "orbital_gap_ev": [7.4, 7.4],
  "lumo_ev": [-0.321, -0.319]
}

=====

Most stable to least stable, the ends of the list are model a and model b.

=====

Model a:
{
  "formula": "C4H10NP",
  "method": "the ωB97M-V functional and the def2-TZVPD basis",
  "species": ["C", "C", "C", "C", "N", "P", "H", "H", "H", "H", "H", "H", "H", "H", "H", "H"],
  "xyz": [[-0.502, 2.273, -0.028], [-1.899, -1.193, -0.932], [2.494, -0.076, -0.708], [-0.468, -0.939, 1.495], [-1.187, 1.224, 0.020], [-0.577, -0.342, -0.249], [-0.993, 3.212, 0.208], [0.556, 2.320, -0.290], [-1.778, -2.268, -0.938], [-2.305, -0.800, -1.854], [2.724, -1.077, -0.417], [2.520, 0.147, -1.755], [2.763, 0.706, -0.028], [0.438, -0.562, 1.966], [-1.349, -0.600, 2.037], [-0.437, -2.026, 1.474]],
  "spin_multiplicity": 1,
  "orbital_gap_ev": [7.7, 7.6],
  "lumo_ev": [-0.102, 0.343]
}

=====

Model b:
{
  "formula": "C4H10NP",
  "method": "the ωB97M-V functional and the def2-TZVPD basis",
  "species": ["H", "P", "C", "C", "N", "C", "C", "H", "H", "H", "H", "H", "H", "H", "H", "H"],
  "xyz": [[-2.384, 1.745, -0.289], [-2.683, 0.249, -0.127], [-1.116, -0.250, 0.092], [-1.046, -1.750, 0.404], [0.085, 0.372, 0.064], [0.276, 1.849, 0.115], [1.236, -0.311, -0.420], [-0.504, -2.054, 1.262], [-2.094, -1.967, 0.569], [-0.542, -2.182, -0.428], [1.123, 1.730, 0.781], [0.538, 2.343, -0.804], [-0.629, 2.275, 0.488], [1.168, -0.389, -1.520], [2.179, 0.426, -0.272], [1.315, -1.309, 0.022]],
  "spin_multiplicity": 1,
  "orbital_gap_ev": 8.5,
  "smiles": "[H]/P=C(/C)N(C)C",
  "lumo_ev": 0.854
}

=====

Model c:
{
  "formula": "C4H10NP",
  "method": "the ωB97M-V functional and the def2-TZVPD basis",
  "species": ["C", "C", "C", "H", "H", "H", "H", "H", "H", "C", "N", "P", "H", "H", "H", "H"],
  "xyz": [[-0.894, -0.955, -1.181], [-1.315, 0.102, -0.469], [-1.489, 0.131, 1.077], [-0.626, -2.010, -0.926], [-0.643, -0.691, -2.152], [-1.485, 0.966, -1.107], [-2.386, 0.464, 1.527], [-0.635, 0.590, 1.645], [-1.438, -0.951, 1.278], [1.333, 1.576, -0.064], [1.748, 0.591, 0.593], [2.383, -0.858, 0.232], [1.402, 1.613, -1.073], [0.875, 2.323, 0.512], [1.672, -1.214, -0.900], [1.499, -1.677, 1.008]],
  "spin_multiplicity": 1,
  "orbital_gap_ev": 10.1,
  "smiles": "C=CC.C=NP",
  "lumo_ev": 0.990
}

=====

Most stable to least stable, the ends of the list are model b and model a.

=====

Model a:
{
  "formula": "C30H50N2O18",
  "method": "the ωB97M-V functional and the def2-TZVPD basis",
  "species": ["C", "C", "C", "O", "C", "O", "O", "H", "H", "H", "H", "H", "H", "C", "C", "C", "O", "C", "O", "O", "H", "H", "H", "H", "H", "H", "C", "C", "C", "O", "C", "O", "O", "H", "H", "H", "H", "H", "H", "C", "C", "C", "O", "C", "O", "O", "H", "H", "H", "H", "H", "H", "C", "O", "C", "O", "O", "C", "H", "H", "H", "H", "H", "H", "C", "O", "C", "O", "O", "C", "H", "H", "H", "H", "H", "H", "C", "C", "C", "C", "N", "H", "H", "H", "H", "H", "H", "H", "C", "C", "C", "C", "N", "H", "H", "H", "H", "H", "H", "H"],
  "xyz": [[2.009, 1.496, 3.929], [1.301, 2.853, 3.705], [0.318, 3.339, 4.812], [0.337, 4.744, 4.598], [1.530, 5.039, 4.125], [1.984, 6.190, 4.276], [2.200, 3.956, 3.753], [1.418, 0.681, 3.941], [2.775, 1.425, 4.723], [2.718, 1.379, 3.144], [0.778, 3.001, 2.715], [0.670, 3.088, 5.791], [-0.737, 2.960, 4.649], [-1.259, -2.707, -5.918], [-0.218, -1.695, -5.815], [0.351, -1.033, -7.128], [0.585, 0.326, -6.719], [0.003, 0.502, -5.582], [0.074, 1.543, -5.002], [-0.610, -0.585, -5.020], [-0.947, -3.547, -6.462], [-2.062, -2.107, -6.438], [-1.614, -3.114, -5.046], [0.663, -2.205, -5.265], [-0.359, -1.107, -7.925], [1.222, -1.599, -7.492], [-4.267, 2.260, 2.597], [-3.173, 1.128, 2.458], [-1.784, 1.690, 2.325], [-1.022, 0.738, 3.081], [-1.763, -0.075, 3.776], [-1.400, -0.726, 4.749], [-3.043, 0.153, 3.464], [-3.864, 2.755, 3.541], [-5.294, 1.955, 2.585], [-4.130, 2.969, 1.749], [-3.358, 0.421, 1.674], [-1.888, 2.684, 2.762], [-1.486, 1.866, 1.306], [-1.533, -1.102, -2.210], [-1.273, -0.911, -0.691], [-1.091, -2.205, 0.237], [0.116, -1.961, 0.945], [0.671, -0.782, 0.520], [1.630, -0.223, 0.978], [-0.014, -0.288, -0.475], [-1.132, -2.111, -2.450], [-0.927, -0.340, -2.685], [-2.595, -1.144, -2.436], [-2.037, -0.222, -0.460], [-0.896, -2.981, -0.578], [-1.959, -2.366, 0.851], [1.676, -2.186, 3.994], [2.865, -2.855, 4.515], [3.649, -2.155, 5.225], [3.542, -0.824, 5.489], [4.471, -2.912, 5.864], [4.859, -2.541, 7.125], [1.116, -2.816, 3.297], [1.997, -1.300, 3.399], [1.067, -1.625, 4.753], [5.795, -2.984, 7.473], [4.278, -3.043, 7.888], [4.706, -1.497, 7.367], [-0.858, 2.547, -2.002], [0.506, 2.152, -2.037], [1.364, 2.540, -1.094], [0.965, 3.641, -0.270], [2.557, 1.893, -1.048], [3.474, 2.229, -0.025], [-1.068, 3.083, -2.936], [-1.041, 3.280, -1.281], [-1.479, 1.703, -1.995], [3.123, 2.103, 0.998], [3.789, 3.271, -0.324], [4.265, 1.583, 0.067], [3.279, -2.904, 0.312], [2.660, -3.001, -1.071], [1.882, -4.397, -1.297], [0.899, -4.375, -2.356], [0.096, -4.370, -3.208], [4.211, -3.378, 0.303], [2.541, -3.170, 1.070], [3.449, -1.898, 0.697], [3.387, -3.020, -1.816], [1.844, -2.270, -1.227], [1.446, -4.827, -0.372], [2.570, -5.146, -1.433], [-3.806, 0.600, -5.181], [-3.735, 1.793, -4.157], [-4.768, 1.715, -3.099], [-4.351, 1.329, -1.761], [-4.031, 1.018, -0.677], [-2.974, 0.706, -5.995], [-4.746, 0.583, -5.722], [-3.786, -0.380, -4.688], [-3.803, 2.685, -4.712], [-2.766, 1.755, -3.758], [-5.471, 0.953, -3.281], [-5.307, 2.685, -2.995]],
  "spin_multiplicity": 1,
  "orbital_gap_ev": 10.0,
  "smiles": "C[C@H]1COC(=O)O1.C[C@H]1COC(=O)O1.C[C@H]1COC(=O)O1.C[C@H]1COC(=O)O1.COC(=O)OC.COC(=O)OC.CCCC#N.CCCC#N",
  "lumo_ev": 0.227
}

=====

Model b:
{
  "formula": "C30H50N2O18",
  "method": "the ωB97M-V functional and the def2-TZVPD basis",
  "species": ["C", "C", "C", "O", "C", "O", "O", "H", "H", "H", "H", "H", "H", "C", "C", "C", "O", "C", "O", "O", "H", "H", "H", "H", "H", "H", "C", "C", "C", "O", "C", "O", "O", "H", "H", "H", "H", "H", "H", "C", "C", "C", "O", "C", "O", "O", "H", "H", "H", "H", "H", "H", "C", "O", "C", "O", "O", "C", "H", "H", "H", "H", "H", "H", "C", "O", "C", "O", "O", "C", "H", "H", "H", "H", "H", "H", "C", "C", "C", "C", "N", "H", "H", "H", "H", "H", "H", "H", "C", "C", "C", "C", "N", "H", "H", "H", "H", "H", "H", "H"],
  "xyz": [[-6.380, -3.640, 5.533], [-5.544, -3.266, 4.282], [-4.281, -2.460, 4.507], [-3.285, -3.107, 3.684], [-3.796, -4.100, 3.067], [-3.293, -4.787, 2.174], [-5.033, -4.336, 3.569], [-6.729, -2.759, 6.073], [-5.535, -4.039, 6.222], [-7.165, -4.325, 5.390], [-6.158, -2.641, 3.586], [-3.972, -2.522, 5.544], [-4.256, -1.426, 4.093], [4.375, -2.297, 0.730], [3.317, -2.569, 1.848], [2.011, -1.921, 1.344], [1.033, -2.768, 1.869], [1.548, -3.923, 2.212], [0.768, -4.834, 2.629], [2.832, -3.841, 2.094], [4.419, -1.193, 0.619], [3.886, -2.678, -0.060], [5.376, -2.606, 0.788], [3.463, -2.247, 2.929], [2.023, -1.738, 0.288], [2.080, -0.946, 1.863], [-0.737, -0.678, 2.883], [0.383, -0.312, 3.876], [-0.231, -0.212, 5.295], [0.636, -0.831, 6.155], [1.405, -1.484, 5.509], [2.267, -2.281, 6.007], [1.389, -1.168, 4.226], [-0.661, -0.549, 1.833], [-1.712, -0.296, 3.193], [-0.853, -1.744, 3.060], [0.878, 0.581, 3.520], [-1.214, -0.613, 5.281], [-0.385, 0.818, 5.692], [0.863, 1.986, -0.398], [0.866, 3.396, -1.029], [0.576, 3.444, -2.602], [-0.757, 3.682, -2.675], [-1.171, 4.105, -1.466], [-2.384, 4.418, -1.293], [-0.290, 4.021, -0.535], [0.842, 1.957, 0.734], [1.724, 1.485, -0.754], [0.048, 1.468, -0.713], [1.826, 3.808, -0.781], [0.930, 2.547, -3.118], [1.121, 4.287, -3.029], [3.074, -0.476, -2.366], [3.230, 0.891, -2.644], [4.227, 1.634, -2.103], [5.385, 1.064, -1.643], [4.067, 2.940, -2.155], [5.321, 3.674, -2.317], [2.927, -0.656, -1.336], [3.862, -1.080, -2.808], [2.179, -0.744, -2.904], [5.014, 4.757, -2.402], [5.907, 3.321, -3.261], [5.877, 3.464, -1.430], [-1.383, -3.076, -0.158], [-1.962, -2.326, -1.191], [-1.136, -1.494, -1.874], [0.245, -1.385, -1.615], [-1.607, -0.838, -3.017], [-0.810, 0.090, -3.641], [-0.324, -2.897, 0.042], [-1.572, -4.107, -0.352], [-1.862, -2.673, 0.773], [-1.455, 0.425, -4.481], [-0.014, -0.517, -4.063], [-0.383, 0.908, -3.087], [3.710, 4.623, -6.877], [3.991, 3.178, -6.494], [3.509, 2.769, -5.199], [2.268, 2.045, -5.328], [1.304, 1.378, -5.351], [4.197, 4.879, -7.851], [4.076, 5.441, -6.168], [2.629, 4.826, -6.971], [5.092, 3.194, -6.520], [3.748, 2.566, -7.286], [3.336, 3.624, -4.525], [4.203, 2.124, -4.708], [-4.318, 1.451, 0.011], [-4.350, 0.609, 1.247], [-4.934, -0.827, 0.999], [-6.297, -0.727, 0.493], [-7.393, -0.608, 0.119], [-4.176, 2.515, 0.224], [-5.120, 1.469, -0.669], [-3.575, 0.969, -0.663], [-4.896, 1.194, 1.958], [-3.481, 0.482, 1.803], [-5.052, -1.558, 1.804], [-4.319, -1.393, 0.278]],
  "spin_multiplicity": 1,
  "orbital_gap_ev": 10.4,
  "smiles": "C[C@H]1COC(=O)O1.C[C@H]1COC(=O)O1.C[C@H]1COC(=O)O1.C[C@H]1COC(=O)O1.COC(=O)OC.COC(=O)OC.CCCC#N.CCCC#N",
  "lumo_ev": -0.019
}

=====

Most stable to least stable, the ends of the list are model a and model b.

=====

Model a:
{
  "formula": "C5H10N2",
  "method": "the ωB97M-V functional and the def2-TZVPD basis",
  "species": ["C", "C", "N", "C", "N", "H", "H", "H", "H", "H", "H", "H", "H", "C", "C", "H", "H"],
  "xyz": [[0.791, -0.546, 0.143], [1.693, 0.399, -0.631], [0.337, 0.125, 1.419], [-0.540, -0.925, -0.569], [-1.296, -1.905, -0.102], [1.310, -1.468, 0.411], [-0.474, 0.797, 1.006], [1.079, 0.590, 1.936], [-1.388, -1.887, 0.918], [-0.398, -0.950, -1.651], [2.000, -0.089, -1.555], [2.595, 0.657, -0.071], [1.159, 1.313, -0.893], [-1.376, 0.786, -0.465], [-2.286, 1.520, -0.799], [-3.084, 2.148, -1.113], [-0.122, -0.566, 2.016]],
  "spin_multiplicity": 1,
  "orbital_gap_ev": 7.6,
  "lumo_ev": 0.264
}

=====

Model b:
{
  "formula": "C5H10N2",
  "method": "the ωB97M-V functional and the def2-TZVPD basis",
  "species": ["C", "C", "C", "C", "H", "H", "H", "H", "H", "H", "H", "H", "N", "C", "N", "H", "H"],
  "xyz": [[-0.169, -0.961, -1.371], [0.017, -0.622, -0.082], [0.848, 0.548, 0.392], [2.329, 0.185, 0.473], [-0.171, -1.992, -1.689], [-0.474, -0.251, -2.129], [0.004, -1.452, 0.668], [0.710, 1.389, -0.292], [0.491, 0.848, 1.379], [2.482, -0.659, 1.144], [2.905, 1.029, 0.848], [2.713, -0.083, -0.510], [-1.925, -0.813, 1.615], [-1.940, -0.087, 0.683], [-2.406, 0.898, -0.090], [-3.389, 1.112, -0.011], [-2.024, 0.912, -1.026]],
  "spin_multiplicity": 1,
  "orbital_gap_ev": 9.5,
  "smiles": "C=CCC.N#CN",
  "lumo_ev": 0.660
}

=====

Model c:
{
  "formula": "C5H10N2",
  "method": "the ωB97M-V functional and the def2-TZVPD basis",
  "species": ["H", "N", "C", "C", "N", "C", "H", "H", "H", "H", "H", "H", "H", "C", "C", "H", "H"],
  "xyz": [[1.224, -0.756, -2.046], [0.211, -0.716, -2.124], [-0.411, -0.360, -1.100], [-1.900, -0.361, -1.005], [0.282, 0.475, 0.125], [-0.381, 1.454, 0.973], [-2.303, -1.091, -1.703], [-2.218, -0.588, 0.010], [-2.307, 0.611, -1.290], [1.223, 0.759, -0.123], [-0.998, 0.948, 1.722], [-1.047, 2.113, 0.415], [0.314, 2.112, 1.493], [1.445, -1.112, 0.917], [2.414, -0.790, 1.611], [1.001, -1.894, 0.274], [3.452, -0.804, 1.851]],
  "spin_multiplicity": 1,
  "orbital_gap_ev": 8.7,
  "smiles": "[H]/N=C(/C)NC.C#C",
  "lumo_ev": 0.935
}

=====

Most stable to least stable, the ends of the list are model b and model a.